Computed, not measured: 2 unconnected molecules or ions with the total composition CH7N2S, with ωB97M-V/def2-TZVPD.

Each line ends with the Löwdin charge.
CARTESIAN COORDINATES (ANGSTROEM)
S -0.2251 1.5766 -2.7098  -0.330
N 0.4264 -1.3802 0.1130  -0.021
N -0.1234 0.9478 0.7784  -0.023
C 0.0047 -0.4386 1.1480  -0.408
H -0.2154 -1.3731 -0.6677  0.040
H -1.0578 0.5362 -2.5579  -0.494
H 0.7494 1.4503 0.7389  0.042
H 0.7190 -0.5104 1.9684  0.088
H 1.3302 -1.0992 -0.2451  0.049
H -0.9623 -0.7966 1.5197  0.088
H -0.6458 1.0871 -0.0860  -0.030

For the gap between HOMO and LUMO, the calculation gives 0.254 Ha. Its net charge is -1. The HOMO energy comes out at -2.7 eV. The relative energy (zero: lowest compared OMol25 entry of this formula, charge and spin) is 3.4 kcal/mol. For the maximum force, the calculation gives 0.017 hartree/bohr.